Here is 4 unconnected molecules or ions with the total composition C43H87N3O2 from the Open Molecules 2025 dataset. Energies are from ωB97M-V/def2-TZVPD.

- multiplicity = 1
- total energy (a.u.) = -2005.126221
- LUMO energy (eV) = -0.78
- HOMO-LUMO gap (eV) = 9.18

Cartesian coordinates (Å):
C  -2.811859  1.387434  -2.452025
C  -1.366474  0.777500  -2.652891
C  -1.440369  -0.747026  -2.939645
C  -0.523997  -1.262336  -4.094684
C  0.851327  -0.553475  -4.210246
C  1.707904  -0.650554  -2.914569
C  2.512773  -1.979977  -2.808776
C  3.983213  -1.918779  -3.303162
C  4.799988  -0.681676  -2.815473
C  6.192652  -1.024748  -2.227109
C  6.803532  0.306890  -1.672390
C  8.356409  0.346243  -1.698500
C  8.838534  1.834292  -1.806728
C  8.589081  2.641621  -0.512904
C  9.138765  1.983026  0.780828
C  9.414619  2.984311  1.931195
C  8.150126  3.350334  2.748083
C  7.321575  2.121140  3.221701
C  7.000443  2.124180  4.741415
C  6.151668  0.896783  5.151154
C  4.622018  1.057182  4.891575
C  4.276855  2.230883  4.016545
N  4.068568  3.051851  3.296858
C  3.935345  -0.249223  4.396204
C  4.626662  -0.856044  3.218244
N  5.217878  -1.459412  2.488797
C  2.473427  0.028730  3.937340
O  1.716888  0.679539  4.950140
N  0.370212  0.804311  4.480918
O  0.255664  1.730899  3.788524
H  -3.588551  0.611366  -2.561489
H  -3.007687  2.188623  -3.180551
H  -2.911167  1.757825  -1.417648
H  -0.898228  1.365975  -3.454196
H  -0.804586  0.982580  -1.728369
H  -1.140722  -1.306893  -2.031436
H  -2.471630  -1.081285  -3.146990
H  -1.047465  -1.152341  -5.060314
H  -0.310007  -2.338077  -3.940408
H  1.435411  -0.991233  -5.045098
H  0.700897  0.503024  -4.496568
H  1.034554  -0.616561  -2.036671
H  2.318484  0.263852  -2.857765
H  2.401940  -2.375138  -1.786490
H  1.991314  -2.706270  -3.466761
H  4.487350  -2.813974  -2.882372
H  4.062684  -2.043973  -4.397474
H  4.976024  -0.040438  -3.698885
H  4.228544  -0.115919  -2.061267
H  6.156796  -1.797935  -1.442428
H  6.848599  -1.347467  -3.054809
H  6.441717  1.119542  -2.332286
H  6.428813  0.535657  -0.659902
H  8.747322  -0.078504  -0.759844
H  8.769054  -0.164460  -2.582872
H  8.242522  2.317168  -2.605651
H  9.896718  1.893347  -2.114966
H  9.087294  3.629224  -0.605359
H  7.513941  2.881665  -0.396782
H  10.110493  1.520511  0.516824
H  8.432876  1.187385  1.072468
H  10.204041  2.565308  2.581150
H  9.822697  3.917882  1.503315
H  8.483568  3.946067  3.620804
H  7.476447  4.009395  2.172624
H  6.399658  2.109683  2.617086
H  7.844742  1.165176  3.034524
H  7.977300  2.018333  5.252538
H  6.572139  3.088295  5.067746
H  6.286617  0.755111  6.239246
H  6.587417  -0.002657  4.682827
H  4.150745  1.280580  5.864074
H  3.872370  -0.939556  5.249202
H  2.015129  -0.957640  3.721465
H  2.542842  0.595952  2.990864
C  -2.097119  3.993806  2.757908
C  -3.098001  2.844173  2.765294
C  -2.797619  1.792770  1.696312
C  -2.866847  2.303835  0.254904
C  -4.207406  2.917079  -0.150182
C  -5.357921  1.920909  -0.089847
H  -2.117522  4.535430  1.810379
H  -2.326999  4.708808  3.550334
H  -1.084496  3.624233  2.920370
H  -4.112178  3.236037  2.644637
H  -3.073391  2.362235  3.747294
H  -3.488190  0.951992  1.822549
H  -1.797720  1.383190  1.872917
H  -2.640085  1.470716  -0.420603
H  -2.076597  3.043671  0.091906
H  -4.123763  3.292118  -1.174272
H  -4.435910  3.785294  0.474538
H  -5.166829  1.069478  -0.748650
H  -6.287423  2.394417  -0.412985
H  -5.516080  1.543325  0.922653
C  -8.851054  -2.508840  -3.855643
C  -9.120923  -1.075402  -3.410167
C  -7.987225  -0.479150  -2.576361
C  -7.711230  -1.193444  -1.252714
C  -8.903035  -1.280233  -0.300068
C  -9.408819  0.083794  0.157032
H  -8.748876  -3.183880  -3.003940
H  -9.674690  -2.877460  -4.469938
H  -7.936032  -2.564990  -4.449842
H  -10.063903  -1.034436  -2.857428
H  -9.261431  -0.454118  -4.299434
H  -8.209169  0.575563  -2.384392
H  -7.067792  -0.484522  -3.172236
H  -6.888864  -0.676428  -0.746379
H  -7.348366  -2.206152  -1.453807
H  -8.600271  -1.853171  0.581432
H  -9.721554  -1.839732  -0.762223
H  -8.618208  0.640944  0.665477
H  -10.240411  -0.033004  0.854531
H  -9.766134  0.684422  -0.681562
C  -2.900071  -2.667288  -1.314400
C  -4.302712  -3.043725  -0.846776
C  -4.551793  -2.730090  0.628091
C  -3.659384  -3.487133  1.612746
C  -3.730137  -5.010818  1.511556
C  -5.115150  -5.571617  1.815617
H  -2.131510  -3.228732  -0.779653
H  -2.783357  -2.882591  -2.378422
H  -2.713782  -1.600627  -1.163941
H  -4.484605  -4.103286  -1.049663
H  -5.030133  -2.489011  -1.445922
H  -5.603745  -2.931304  0.856983
H  -4.413846  -1.654847  0.789912
H  -3.933264  -3.186275  2.629521
H  -2.619349  -3.173758  1.478777
H  -3.016947  -5.438085  2.222361
H  -3.409355  -5.342606  0.519893
H  -5.435333  -5.292256  2.822045
H  -5.105710  -6.661524  1.755882
H  -5.862176  -5.210810  1.106074

Force components x, y, z for each atom (eV/Å):
C 0.425 -0.363 -0.757
C -1.562 0.295 -0.026
C 1.259 -0.171 -0.314
C 0.398 0.227 -0.073
C 0.071 0.019 0.094
C -0.549 -0.054 -0.080
C -0.412 0.321 -0.873
C 0.400 -0.395 0.956
C 0.030 -0.757 -0.273
C -0.016 1.257 -0.061
C 0.365 -0.490 -0.533
C -0.192 1.280 0.093
C -0.604 -0.256 0.296
C 0.296 0.586 0.296
C 0.308 0.302 -0.649
C -0.544 -0.130 -0.275
C 0.205 -0.139 0.347
C -0.109 0.177 0.218
C 0.591 -0.313 -0.473
C 0.291 0.623 0.535
C -0.115 0.311 0.155
C 1.468 -4.872 3.477
N -1.138 3.890 -3.171
C -0.999 0.983 -0.439
C -2.313 2.068 4.356
N 2.223 -2.114 -3.246
C 0.497 -1.005 -0.626
O 1.164 -0.159 0.126
N -0.727 0.621 -0.409
O -0.041 -0.437 0.240
H 0.231 0.244 -0.176
H -0.029 -0.255 0.223
H -0.338 0.061 -3.733
H 0.058 -0.463 0.205
H 0.091 -0.166 -0.301
H -0.015 0.559 -0.594
H 0.571 0.519 -0.073
H 0.161 -0.116 0.297
H -0.362 0.345 -0.126
H -0.319 0.080 0.310
H 0.051 -0.392 0.217
H 0.222 0.170 -0.409
H 0.092 -0.500 0.100
H 0.497 0.162 -0.278
H 0.165 0.164 0.445
H -0.238 0.292 -0.294
H -0.236 0.258 0.396
H -0.164 0.085 0.570
H 0.188 -0.132 -0.302
H -0.070 0.173 -0.365
H -0.238 -0.216 0.387
H 0.111 -0.272 0.277
H 0.074 -0.168 -0.323
H 0.085 -0.182 -0.571
H -0.285 -0.205 0.427
H 0.394 -0.215 0.161
H -0.300 -0.089 0.298
H -0.217 -0.400 -0.111
H 0.378 -0.262 -0.070
H -0.466 -0.031 0.121
H 0.507 0.193 0.106
H -0.453 0.136 -0.048
H -0.015 -0.376 0.127
H -0.224 -0.249 -0.285
H 0.393 -0.212 0.095
H 0.286 -0.251 0.319
H -0.102 0.450 -0.044
H -0.420 0.181 -0.082
H -0.032 -0.448 -0.107
H -0.184 -0.043 -0.429
H -0.419 0.339 -0.078
H 0.073 -0.036 -0.416
H 0.456 -0.067 -0.441
H 0.108 0.429 -0.024
H -0.358 0.090 0.468
C -0.148 0.093 0.058
C 0.166 -0.067 0.060
C -0.187 0.054 0.115
C 0.132 0.199 1.613
C -0.053 -0.015 0.045
C -0.120 0.073 0.018
H 0.031 0.011 0.023
H 0.047 0.013 -0.030
H -0.002 0.055 -0.059
H 0.003 -0.048 -0.030
H -0.031 -0.006 -0.015
H 0.009 0.021 -0.051
H -0.001 0.039 -0.008
H 0.426 -0.101 2.620
H 0.049 -0.061 -0.057
H -0.038 0.076 0.107
H 0.089 -0.038 0.000
H -0.025 -0.006 0.058
H -0.013 -0.085 -0.010
H 0.007 -0.021 -0.028
C -0.146 0.022 0.005
C 0.116 -0.037 -0.073
C -0.052 0.131 0.020
C 0.010 -0.119 -0.021
C 0.087 0.100 0.052
C -0.110 -0.084 0.018
H 0.026 -0.003 -0.026
H 0.053 -0.044 -0.006
H 0.006 -0.026 0.038
H 0.026 0.026 0.018
H -0.026 0.016 0.044
H 0.026 -0.028 0.023
H -0.016 -0.013 -0.004
H -0.013 -0.014 0.027
H -0.006 0.019 -0.011
H -0.016 -0.035 -0.039
H 0.034 -0.009 -0.015
H -0.006 0.021 -0.041
H 0.021 0.063 0.003
H 0.024 0.013 0.023
C -0.519 -0.327 0.312
C 0.129 0.028 0.032
C -0.153 -0.028 -0.017
C 0.103 0.015 -0.028
C -0.061 0.039 0.111
C 0.061 -0.096 -0.086
H 0.034 0.007 0.041
H 0.012 -0.013 0.159
H -0.273 -0.367 0.213
H -0.049 -0.001 0.044
H -0.010 -0.027 0.002
H 0.029 0.010 0.020
H 0.009 0.002 -0.026
H 0.001 -0.021 -0.005
H -0.021 0.021 -0.009
H 0.024 0.006 -0.048
H 0.013 0.038 0.007
H -0.028 0.018 -0.031
H -0.056 0.019 0.029
H -0.004 0.003 0.034